Formula: C19H10Cl4NO6S
Source: the OMol25 dataset
Level of theory: ωB97M-V/def2-TZVPD

The geometry in XYZ format:
```
41
Properties=species:S:1:pos:R:3:forces:R:3
Cl -0.29319 0.14917 2.27534 0.64 -0.67 0.18
C 0.68200 -1.23302 1.95175 -2.01 -1.12 0.98
C 0.08745 -2.47789 1.94969 -0.46 1.50 -0.51
Cl -1.58329 -2.65510 1.63613 0.10 0.01 0.32
C 0.80309 -3.67240 2.35853 -0.41 -1.99 0.13
O 0.23316 -4.69348 2.72845 0.86 1.37 -0.55
C 2.33839 -3.59787 2.40841 0.37 -0.99 0.85
O 3.01810 -4.58826 2.62752 -0.90 1.09 -0.45
C 2.88983 -2.25152 2.30977 -0.64 1.94 -0.36
Cl 4.54667 -2.10433 2.67353 0.38 0.06 -0.22
C 2.10627 -1.13589 2.02815 2.28 -1.33 0.58
Cl 2.84512 0.39517 1.78883 -0.24 -0.17 0.13
C 2.42675 4.43928 1.38116 -0.04 0.03 -0.17
C 1.41968 3.89023 2.18500 -0.16 0.10 -0.40
C 0.31776 3.26393 1.59176 0.73 0.13 0.02
C 0.31340 3.09539 0.20988 -0.14 -0.20 -0.27
S -0.96871 2.10331 -0.56373 0.80 -0.28 0.60
C -0.45595 0.43783 -0.45635 -0.41 0.80 -1.07
C -1.23394 -0.43429 -1.22394 0.32 0.27 -0.39
C -0.75115 -1.74130 -1.54749 -0.17 -0.18 -0.32
C -1.40061 -2.54268 -2.45253 -0.21 -0.08 0.29
C -2.61783 -2.12592 -3.01585 -0.27 0.29 -0.16
N -3.36969 -3.07017 -3.76861 -0.13 -1.03 -0.69
O -4.49500 -2.77517 -4.22877 1.38 -0.17 0.60
O -2.85890 -4.20905 -3.93078 -0.92 1.30 -0.01
C -3.12824 -0.83106 -2.75257 0.67 -0.74 0.63
C -2.46835 -0.03348 -1.84440 -0.76 -0.37 -0.59
O -2.11816 2.30401 0.29158 -0.60 0.14 0.00
O -1.03074 2.55317 -1.93746 -0.17 0.30 -0.10
C 1.24415 3.71624 -0.61551 0.54 0.14 0.62
C 2.30644 4.40870 -0.01821 -0.27 -0.18 0.28
H 3.30085 4.91447 1.84752 -0.46 -0.16 -0.24
H 1.47039 3.96006 3.26937 0.05 0.05 -0.19
H -0.50815 2.91081 2.19869 0.11 -0.09 -0.18
H 0.59842 0.25431 -0.27679 -0.16 0.13 -0.07
H 0.16748 -2.09359 -1.08706 0.03 0.11 -0.10
H -1.03168 -3.52490 -2.74215 -0.02 0.26 0.26
H -4.03023 -0.51072 -3.25289 -0.06 0.02 0.12
H -2.93359 0.92615 -1.65389 0.35 -0.06 0.12
H 1.13122 3.66070 -1.69392 0.02 -0.10 0.17
H 3.03078 4.91915 -0.64816 -0.02 -0.13 0.16
```
Forces are in eV/Å.

calculated total energy: -3475.0616 Eh
HOMO-LUMO gap: 3.33 eV
charge: -1
energy above the lowest of the compared OMol25 structures with the same formula, charge and spin: 27.88 kcal/mol
E_LUMO: -0.4517 eV

natural (NBO) population analysis, charges in e, atoms 1 to 8: 0.143 -0.050 -0.152 0.110 0.410 -0.439 0.423 -0.446

---

Formula: C19H10F5O6S2
Source: the OMol25 dataset
Level of theory: ωB97M-V/def2-TZVPD

The geometry in XYZ format:
```
42
Properties=species:S:1:pos:R:3:forces:R:3
F -2.37751 1.41834 2.47649 0.93 -0.10 -0.16
C -1.22233 0.74557 2.40092 -1.34 -1.51 0.21
C -1.22795 -0.59951 2.38749 -1.43 1.50 0.06
F -2.38904 -1.26431 2.42259 0.98 0.15 -0.05
C 0.01638 -1.35436 2.40084 -0.18 -1.82 -0.20
O 0.00710 -2.56224 2.45793 0.07 0.04 0.09
C 1.26778 -0.61193 2.38391 1.42 1.51 0.02
F 2.42544 -1.28350 2.42571 -0.90 0.12 -0.07
C 1.27325 0.73318 2.38990 1.20 -1.62 0.02
F 2.43568 1.39577 2.43006 -0.75 -0.02 -0.06
C 0.02942 1.48815 2.41964 -0.16 1.51 -0.11
O 0.03710 2.69474 2.49371 0.05 0.18 0.03
F -1.75760 -3.29546 -1.44085 0.42 -3.41 0.19
C -1.84263 -2.00095 -1.57263 0.33 4.52 0.84
S -0.38503 -0.96952 -1.41308 -0.68 -0.89 1.30
C -0.28742 -0.52962 -3.15236 0.54 0.78 0.90
C -0.70381 0.70476 -3.59486 -0.19 0.38 0.36
C -0.62270 1.01175 -4.93655 -0.05 0.09 -0.11
C -0.12442 0.08202 -5.82394 -0.06 0.26 -0.38
C 0.28212 -1.15672 -5.37871 0.08 -0.23 0.12
C 0.20152 -1.46032 -4.03703 0.29 -0.62 -0.06
O -0.64376 0.24656 -0.56652 0.54 -1.93 -1.99
O 0.86698 -1.74390 -1.08507 -2.81 1.18 -0.67
S -3.45621 -1.33523 -1.95376 2.24 0.97 0.16
C -4.53225 -2.74355 -1.67892 0.44 0.40 -0.25
C -4.71234 -3.66050 -2.68454 0.19 -0.08 -0.60
C -5.57141 -4.72220 -2.49744 -0.06 -0.11 -0.16
C -6.24365 -4.85531 -1.30094 -0.17 -0.28 0.05
C -6.04156 -3.94693 -0.28348 -0.11 0.02 0.12
C -5.17994 -2.88758 -0.47485 0.04 0.41 0.55
O -3.86921 -0.31846 -0.92408 0.41 -1.39 -2.69
O -3.40710 -1.05782 -3.43600 -1.29 0.10 2.82
H -1.10581 1.41306 -2.88755 0.01 0.10 0.13
H -0.94134 1.97832 -5.29008 -0.09 0.17 -0.04
H -0.05454 0.32354 -6.86990 0.01 0.07 -0.28
H 0.67072 -1.88202 -6.07393 0.06 -0.16 -0.11
H 0.51279 -2.42494 -3.66850 0.08 -0.13 0.06
H -4.18630 -3.52964 -3.61611 0.08 0.06 -0.15
H -5.72810 -5.43644 -3.28887 0.00 -0.12 -0.14
H -6.92860 -5.67389 -1.15993 -0.14 -0.20 0.04
H -6.56702 -4.05612 0.65128 -0.05 0.00 0.16
H -5.01487 -2.15938 0.30334 0.05 0.13 0.06
```
Forces are in eV/Å.

calculated total energy: -2477.0590 Eh
HOMO-LUMO gap: 4.17 eV
charge: -1
energy above the lowest of the compared OMol25 structures with the same formula, charge and spin: 42.68 kcal/mol
E_LUMO: 0.6178 eV

natural (NBO) population analysis, charges in e, atoms 1 to 8: -0.276 0.286 0.351 -0.281 0.386 -0.443 0.309 -0.278

---

Formula: C19H12AsF3N2O6PtS2
Source: the OMol25 dataset
Level of theory: ωB97M-V/def2-TZVPD

The geometry in XYZ format:
```
46
Properties=species:S:1:pos:R:3:forces:R:3
Pt 0.49469 0.42830 -0.18224 0.63 -0.23 0.51
F 4.83227 -3.05794 1.51676 0.02 -0.04 0.01
C 3.91851 -2.90282 2.49022 -0.04 0.10 -0.06
F 3.95992 -4.06369 3.20963 0.02 -0.05 0.03
F 4.38280 -1.95491 3.32306 0.01 -0.03 0.03
C 2.53440 -2.63008 1.98318 -0.02 -0.10 0.05
C 1.53770 -3.54286 2.24491 0.07 0.01 0.01
C 0.24193 -3.32853 1.78571 -0.06 -0.03 0.00
C -0.00211 -2.16818 1.08569 0.07 0.04 0.01
N 0.95598 -1.26971 0.84876 0.00 0.19 -0.19
C 2.25794 -1.44864 1.22974 0.28 0.22 -0.07
S 3.37527 -0.27435 0.76317 0.38 -0.30 0.28
H 1.77233 -4.43659 2.80708 0.00 -0.01 0.00
H -0.55003 -4.04283 1.95379 -0.01 -0.01 0.01
H -0.97235 -1.91610 0.67364 0.03 -0.05 0.03
O -1.77840 0.31515 -0.15839 -1.54 1.58 -1.23
As -1.62927 2.05158 -1.69133 1.69 -0.90 -0.33
O -2.04590 3.56914 -2.24134 -0.42 -0.77 0.78
O 0.05626 2.05097 -1.28713 -0.95 0.25 -0.17
C -1.95495 0.87397 -3.28553 -0.39 0.10 0.09
C -2.82459 1.52892 -4.16366 0.02 0.08 0.07
C -3.31752 0.91929 -5.30535 0.00 -0.02 -0.06
C -2.94792 -0.38375 -5.59831 -0.01 0.05 0.02
C -2.07623 -1.04613 -4.75197 0.01 0.09 0.00
C -1.57658 -0.43654 -3.60123 0.05 -0.04 0.12
S -0.46256 -1.51119 -2.67234 0.43 -0.03 0.37
O -1.27855 -2.21565 -1.70722 -0.09 0.05 -0.12
O 0.16059 -2.34621 -3.67780 -0.11 0.04 -0.08
O 0.54751 -0.61467 -2.05483 -0.22 -0.12 -0.25
H -1.98729 0.84774 0.62164 0.09 0.01 0.20
H -3.09322 2.55089 -3.92230 -0.02 -0.03 -0.04
H -3.98513 1.46498 -5.96337 0.01 0.00 0.02
H -3.32147 -0.88117 -6.48639 0.00 0.01 0.01
H -1.74521 -2.04997 -4.97952 0.02 0.01 0.03
N 0.59564 4.61208 5.90091 -0.01 0.03 0.04
C 0.58058 3.95453 4.95452 0.01 -0.05 -0.06
C 0.56107 3.13350 3.77849 0.00 0.04 0.07
C 0.13847 1.80809 3.85678 -0.01 -0.04 -0.01
C 0.12288 1.02049 2.71775 -0.03 0.05 0.13
C 0.52897 1.51871 1.47415 0.06 -0.24 -0.34
C 0.93217 2.86016 1.41497 -0.03 0.11 0.10
C 0.95616 3.65564 2.54412 0.01 0.01 -0.06
H -0.17428 1.40150 4.81093 0.00 0.00 0.01
H -0.20720 -0.00753 2.80407 0.02 0.00 0.00
H 1.21227 3.27534 0.45634 0.02 0.00 0.02
H 1.27444 4.68905 2.48022 0.01 0.01 0.01
```
Forces are in eV/Å.

calculated total energy: -4743.2970 Eh
HOMO-LUMO gap (spin up / spin down): 4.82 / 4.82 eV
charge: -2
energy above the lowest of the compared OMol25 structures with the same formula, charge and spin: 62.06 kcal/mol
E_LUMO (spin up / spin down): 3.9317 / 3.9332 eV

natural (NBO) population analysis, charges in e, atoms 1 to 8: 1.027 -0.324 0.990 -0.359 -0.324 -0.262 -0.120 -0.354

---

Formula: C19H12Br2MoN3S
Source: the OMol25 dataset
Level of theory: ωB97M-V/def2-TZVPD

The geometry in XYZ format:
```
38
Properties=species:S:1:pos:R:3:forces:R:3
Mo 0.02658 -0.32481 -0.20668 -0.92 -1.38 -0.52
S 0.10888 -4.02573 -2.50516 -0.01 0.33 0.20
C -1.49965 -4.01356 -1.93090 0.00 0.12 0.07
C -1.78782 -2.92524 -1.16146 -0.34 -0.08 0.07
C -0.67600 -2.06400 -1.02549 0.42 0.85 0.37
C 0.45984 -2.54805 -1.72308 -0.29 0.05 0.14
C 1.75750 -1.87719 -1.77029 0.32 0.05 -0.08
C 2.87253 -2.34105 -2.44857 -0.18 0.02 0.08
C 4.05038 -1.60797 -2.41573 0.00 0.14 0.08
C 4.10608 -0.40921 -1.70127 0.00 -0.14 -0.08
C 2.97977 0.01418 -1.04416 0.03 0.11 0.06
N 1.82745 -0.69775 -1.07258 0.65 0.23 -0.09
H -2.17094 -4.82018 -2.18904 0.04 -0.02 -0.03
H -2.76079 -2.76476 -0.71981 0.02 0.02 0.01
H 2.81742 -3.27084 -2.99894 0.01 -0.01 -0.01
H 4.92650 -1.96354 -2.94330 -0.01 -0.02 -0.01
H 5.01142 0.17939 -1.66106 -0.01 0.02 0.02
H 2.96784 0.93612 -0.47595 0.00 0.00 0.00
Br -1.10333 1.41058 6.15202 0.07 -0.11 -0.36
C -0.77937 0.89374 4.40194 -0.02 0.01 0.17
C -0.08909 -0.28957 4.11551 -0.07 0.10 0.14
C 0.12698 -0.62667 2.80586 0.05 -0.15 0.00
N -0.29997 0.13996 1.77303 0.17 -0.17 0.19
C -0.98079 1.29362 2.04492 -0.02 0.06 -0.07
C -1.22984 1.68678 3.33470 -0.01 0.01 0.04
C -1.40782 2.03254 0.83717 0.04 -0.03 0.08
C -2.11145 3.20937 0.84461 -0.03 0.04 0.00
C -2.46840 3.81292 -0.37159 -0.10 0.13 -0.04
Br -3.41924 5.40365 -0.38166 0.20 -0.33 0.00
C -2.09788 3.18670 -1.56711 -0.09 0.15 0.07
C -1.39575 2.01247 -1.50659 0.00 -0.06 -0.15
N -1.04378 1.43007 -0.33451 0.00 0.12 -0.29
H 0.26529 -0.93056 4.91103 0.02 -0.02 -0.03
H 0.65347 -1.54018 2.55420 0.01 0.00 -0.02
H -1.77093 2.59762 3.54735 0.00 0.01 -0.04
H -2.40139 3.68206 1.77203 0.02 -0.03 0.02
H -2.36294 3.61694 -2.52312 0.03 -0.03 -0.02
H -1.10076 1.50215 -2.41631 0.01 -0.01 0.01
```
Forces are in eV/Å.

multiplicity: 3
calculated total energy: -6508.8661 Eh
HOMO-LUMO gap (spin up / spin down): 6.16 / 6.48 eV
charge: +3
energy above the lowest of the compared OMol25 structures with the same formula, charge and spin: 4.20 kcal/mol
<S²>: 2.022
E_LUMO (spin up / spin down): -11.8148 / -11.5694 eV

natural (NBO) population analysis, charges in e, atoms 1 to 8: 1.692 0.676 -0.330 -0.239 -0.301 -0.298 0.210 -0.198

---

Formula: C19H12ClFN2O2
Source: the OMol25 dataset
Level of theory: ωB97M-V/def2-TZVPD

The geometry in XYZ format:
```
37
Properties=species:S:1:pos:R:3:forces:R:3
O -4.61472 0.00907 -0.63741 -1.86 0.43 0.16
C -3.43423 -0.20425 -0.57921 -1.48 1.71 0.33
N -2.94778 -1.24798 -1.32373 2.34 -0.96 0.50
C -1.63901 -1.63423 -1.20855 1.63 1.68 1.68
C -1.09642 -2.77304 -1.97682 -0.21 -0.16 -0.13
C -0.26525 -3.74545 -1.34852 -0.37 -0.13 -1.77
F -0.04683 -3.73939 -0.02945 -0.20 0.12 -0.49
C 0.29631 -4.77031 -2.13259 -0.40 0.13 0.47
C 0.07056 -4.80903 -3.50171 -0.76 0.94 0.25
C -0.73572 -3.85308 -4.12130 0.03 -0.31 -0.03
C -1.34717 -2.85661 -3.37396 0.87 -0.46 0.36
Cl -2.27690 -1.68065 -4.28453 0.18 -0.24 0.53
N -0.77800 -0.96203 -0.45481 -0.39 -0.89 -0.92
C -1.19913 0.17269 0.20656 -1.51 -1.44 -1.25
C -2.49042 0.61377 0.16147 1.55 -1.27 -0.46
O -2.62974 1.77241 0.85794 -1.65 0.49 -0.03
C -1.40128 2.08654 1.35254 0.87 -0.36 -0.57
C -0.94914 3.19533 2.01807 0.96 0.70 1.29
C 0.43842 3.28153 2.42533 -2.39 -0.80 -1.41
C 1.33478 2.26530 2.04474 -0.50 0.41 0.08
C 2.78599 2.33910 2.40039 0.05 0.99 0.55
C 3.41247 3.45944 3.24709 0.06 0.20 -0.92
C 3.70695 3.36826 1.73976 -1.32 -0.21 0.60
C 0.84360 1.17050 1.30640 0.61 0.91 1.14
C -0.50124 1.11472 0.97650 2.33 -0.55 0.29
H -3.59687 -1.86126 -1.79301 -0.32 0.34 0.00
H 0.81876 -5.59919 -1.67065 0.17 0.29 0.19
H 0.46020 -5.58561 -4.12481 0.34 -0.41 -0.02
H -0.90208 -3.92083 -5.19426 -0.02 0.16 0.25
H -1.68252 3.93401 2.30487 0.18 0.34 0.11
H 0.72617 4.15219 2.99353 0.16 -0.04 0.02
H 3.16307 1.36516 2.63720 0.55 -0.36 -0.22
H 4.25562 3.22045 3.92678 -0.81 0.01 -0.54
H 2.80128 4.31251 3.57509 0.26 -0.57 -0.15
H 3.23966 4.06107 1.01169 0.28 -0.43 0.79
H 4.65413 2.99201 1.45265 0.83 -0.10 -0.24
H 1.52650 0.35688 1.11672 -0.07 -0.14 -0.43
```
Forces are in eV/Å.

calculated total energy: -1551.2581 Eh
HOMO-LUMO gap: 8.27 eV
charge: 0
energy above the lowest of the compared OMol25 structures with the same formula, charge and spin: 0.00 kcal/mol
E_LUMO: -0.0250 eV

natural (NBO) population analysis, charges in e, atoms 1 to 8: -0.597 0.597 -0.565 0.437 -0.190 0.460 -0.294 -0.280

---

Formula: C19H12CuFNO11
Source: the OMol25 dataset
Level of theory: ωB97M-V/def2-TZVPD

The geometry in XYZ format:
```
45
Properties=species:S:1:pos:R:3:forces:R:3
Cu -1.60966 20.11406 8.87507 -1.16 0.28 -0.62
C -4.53369 23.46290 7.93924 -1.31 -0.17 1.01
C -5.73588 23.76102 8.65850 0.21 1.02 -0.43
C -5.86626 23.30919 10.13409 0.53 -0.81 -0.02
O -6.95260 23.36999 10.69737 -0.63 0.53 0.32
C -4.69146 22.78137 10.74386 0.63 0.73 -0.49
C -3.54156 22.45810 10.01685 -0.51 -0.57 1.04
C -3.51939 22.70093 8.50989 0.12 0.52 -1.39
O -2.54862 22.30714 7.80438 0.85 -0.55 0.78
O -2.54346 21.92203 10.58858 0.52 -0.21 -0.85
O -6.64392 24.46867 8.18611 0.04 -0.35 0.10
H -4.58748 23.71047 6.88828 0.42 -0.12 -0.13
H -4.59321 22.74122 11.82277 -0.37 -0.38 0.05
C -5.09942 18.71678 8.08332 0.10 -0.51 0.92
C -6.16942 17.80937 8.40398 0.57 -0.36 -0.69
C -5.97630 16.27632 8.09211 -0.79 0.40 -1.43
O -6.99042 15.54557 8.18250 0.29 -0.19 0.73
C -4.79127 15.90948 7.44557 -0.34 0.25 0.70
C -3.77696 16.83328 7.09687 0.31 -1.06 -0.30
C -3.91532 18.31190 7.47748 -0.16 0.20 0.69
O -2.92074 19.06168 7.29494 0.81 0.33 0.28
O -2.75542 16.44617 6.50813 0.38 0.31 -0.31
O -7.26417 18.15684 8.81855 -0.53 0.27 0.71
H -5.12317 19.67897 8.58828 -0.18 0.25 -0.47
H -4.71609 14.87643 7.12256 0.22 0.00 -0.09
C -4.03016 16.39779 11.47349 0.47 -0.20 1.03
C -3.76481 17.66422 12.28158 -0.63 -0.45 -0.99
O -3.03860 18.42400 11.37583 0.18 0.75 0.42
C -2.44405 17.61548 10.47271 -0.33 -1.01 -0.38
O -1.60668 17.91476 9.68967 0.46 0.71 0.08
O -2.92448 16.35866 10.58619 -0.15 0.17 -0.05
F -2.99109 17.44783 13.40963 -0.17 -0.07 -0.04
H -4.98779 16.48426 10.96901 0.00 -0.09 -0.43
H -3.98752 15.51947 12.11838 -0.14 -0.05 -0.14
H -4.70890 18.13140 12.54766 0.32 0.51 0.29
N 0.14603 22.33856 8.66980 -0.03 0.30 0.48
C 0.60701 21.25116 7.98615 0.11 0.53 -0.66
C 1.17366 20.38068 8.87419 -0.67 -0.52 0.35
C 0.90561 20.91113 10.18105 0.18 -0.35 -0.21
C 0.25809 22.09996 10.00533 0.40 0.04 0.44
H -0.45044 23.05111 8.27900 -0.42 -0.35 -0.05
H 0.45205 21.18470 6.92175 0.17 -0.01 -0.02
H 1.54992 19.40875 8.60135 0.12 -0.02 0.13
H 1.00224 20.41852 11.13389 0.27 -0.04 0.00
H -0.19675 22.67017 10.79481 -0.18 0.37 -0.37
```
Forces are in eV/Å.

calculated total energy: -3353.8868 Eh
HOMO-LUMO gap: 5.02 eV
charge: -3
energy above the lowest of the compared OMol25 structures with the same formula, charge and spin: 32.25 kcal/mol
E_LUMO: 6.4821 eV

natural (NBO) population analysis, charges in e, atoms 1 to 8: 0.900 -0.540 0.431 0.431 -0.652 -0.531 0.391 0.405